Entry 1:
C3H2BeO3 | ωB97M-V/def2-TZVPD

HOMO level (spin up / spin down) (eV): -21.7 / -16.5
ΔE to the lowest compared entry with this formula, charge and spin (kJ/mol): 65.5
HOMO-LUMO gap (spin up / spin down) (eV): 10.939 / 2.811
Maximum force (eV Å⁻¹): 8.9

Geometry as ORCA input:
```
! wB97M-V def2-TZVPD RIJCOSX def2/J DEFGRID3
* xyz 2 1
C -1.46 1.11 -0.42
C -1.58 -0.13 -0.01
O -1.32 -1.23 0.29
C 1.49 -0.26 0.04
O 1.34 0.78 -0.43
O 1.89 -1.14 0.71
H -2.32 1.66 -0.80
Be 2.35 -2.29 1.11
H -0.38 1.49 -0.49
*
```

=====

Entry 2:
C42H39F3O8 | ωB97M-V/def2-TZVPD

Structure (SMILES): Oc1ccc(O)cc1.Oc1ccc(O)cc1.Oc1ccc(O)cc1.Oc1ccc(O)cc1.Fc1ccccc1.Fc1ccccc1.Fc1ccccc1
HOMO level (eV): -7.8
HOMO-LUMO gap (eV): 8.273
Maximum force (eV Å⁻¹): 4.0

Geometry as ORCA input:
```
! wB97M-V def2-TZVPD RIJCOSX def2/J DEFGRID3
* xyz 0 1
O -36.20 -15.66 -24.87
C -35.54 -14.47 -25.01
C -35.34 -13.59 -23.95
C -34.75 -12.45 -24.22
C -34.09 -12.10 -25.38
O -33.33 -11.02 -25.42
C -34.11 -13.06 -26.39
C -34.98 -14.22 -26.28
H -36.58 -15.80 -24.00
H -35.64 -13.79 -22.93
H -34.69 -11.74 -23.41
H -33.03 -10.56 -24.63
H -33.55 -12.87 -27.30
H -34.86 -15.04 -26.98
O -28.25 -18.06 -15.64
C -29.23 -18.81 -15.14
C -29.87 -18.40 -14.00
C -30.94 -19.08 -13.42
C -31.44 -20.12 -14.22
O -32.56 -20.69 -13.70
C -30.77 -20.55 -15.39
C -29.73 -19.88 -15.88
H -28.20 -17.20 -15.21
H -29.62 -17.48 -13.49
H -31.51 -18.64 -12.62
H -32.74 -20.31 -12.84
H -31.17 -21.42 -15.89
H -29.12 -20.19 -16.72
O -27.15 -9.39 -15.10
C -27.20 -9.03 -16.42
C -26.29 -8.15 -16.99
C -26.38 -7.85 -18.37
C -27.31 -8.49 -19.18
O -27.22 -8.48 -20.50
C -28.22 -9.39 -18.64
C -28.17 -9.62 -17.24
H -26.73 -8.80 -14.47
H -25.52 -7.69 -16.38
H -25.63 -7.21 -18.80
H -26.34 -8.28 -20.82
H -28.88 -9.94 -19.30
H -28.90 -10.28 -16.81
O -22.25 -11.94 -21.58
C -22.75 -13.20 -21.71
C -21.80 -14.26 -21.72
C -22.25 -15.53 -22.05
C -23.57 -15.74 -22.27
O -23.87 -17.08 -22.55
C -24.55 -14.74 -22.19
C -24.10 -13.44 -21.91
H -21.43 -11.83 -21.10
H -20.73 -14.08 -21.68
H -21.44 -16.24 -22.05
H -23.12 -17.53 -22.94
H -25.56 -15.04 -22.40
H -24.64 -12.50 -21.91
F -25.38 -21.63 -31.63
C -25.95 -22.33 -30.61
C -26.15 -23.71 -30.68
C -26.72 -24.40 -29.62
C -26.86 -23.65 -28.43
C -26.66 -22.27 -28.27
C -26.30 -21.63 -29.42
H -25.76 -24.32 -31.48
H -26.79 -25.47 -29.54
H -27.04 -24.05 -27.44
H -26.86 -21.67 -27.40
H -26.15 -20.56 -29.37
F -31.24 -13.73 -21.64
C -30.88 -14.95 -22.16
C -30.74 -16.02 -21.36
C -30.23 -17.27 -21.84
C -29.73 -17.36 -23.16
C -29.95 -16.32 -23.97
C -30.44 -15.07 -23.50
H -30.99 -15.90 -20.32
H -30.21 -18.06 -21.10
H -29.28 -18.23 -23.60
H -29.67 -16.44 -25.01
H -30.61 -14.19 -24.11
F -32.99 -22.14 -20.61
C -33.79 -23.15 -21.13
C -34.65 -23.88 -20.36
C -35.54 -24.77 -21.03
C -35.55 -24.94 -22.39
C -34.75 -24.08 -23.16
C -33.82 -23.20 -22.54
H -34.57 -23.84 -19.28
H -36.34 -25.32 -20.55
H -36.28 -25.41 -23.04
H -34.71 -24.08 -24.24
H -33.19 -22.56 -23.12
*
```

=====

Entry 3:
C5H16N2O | ωB97M-V/def2-TZVPD

Structure (SMILES): CNC[C@H](C)NC.O
HOMO level (eV): -8.6
ΔE to the lowest compared entry with this formula, charge and spin (kJ/mol): 283.2
HOMO-LUMO gap (eV): 9.625
Maximum force (eV Å⁻¹): 4.8

Geometry as ORCA input:
```
! wB97M-V def2-TZVPD RIJCOSX def2/J DEFGRID3
* xyz 0 1
C 1.76 1.27 2.23
N 1.12 0.61 1.00
C -0.41 0.54 1.09
C -0.61 -0.42 -0.11
C -2.04 -0.30 -0.69
N -0.22 -1.77 0.22
C 0.11 -2.48 -0.99
H 2.87 1.03 2.16
H 1.21 0.91 3.08
H 1.39 2.22 2.18
H 1.35 -0.37 0.77
H -1.04 0.30 1.97
H -0.79 1.49 0.73
H 0.09 -0.02 -0.93
H -2.89 -0.19 0.09
H -2.41 -1.12 -1.33
H -2.22 0.57 -1.19
H -1.03 -2.04 0.71
H 1.15 -2.42 -1.35
H -0.30 -3.64 -0.86
H -0.43 -1.96 -1.89
O 0.29 2.15 -2.26
H 0.74 2.97 -2.04
H 0.78 1.55 -1.74
*
```

=====

What did the second record say?
C42H39F3O8 | ωB97M-V/def2-TZVPD

Structure (SMILES): Oc1ccc(O)cc1.Oc1ccc(O)cc1.Oc1ccc(O)cc1.Oc1ccc(O)cc1.Fc1ccccc1.Fc1ccccc1.Fc1ccccc1
HOMO level (eV): -7.8
HOMO-LUMO gap (eV): 8.273
Maximum force (eV Å⁻¹): 4.0

Geometry as ORCA input:
```
! wB97M-V def2-TZVPD RIJCOSX def2/J DEFGRID3
* xyz 0 1
O -36.20 -15.66 -24.87
C -35.54 -14.47 -25.01
C -35.34 -13.59 -23.95
C -34.75 -12.45 -24.22
C -34.09 -12.10 -25.38
O -33.33 -11.02 -25.42
C -34.11 -13.06 -26.39
C -34.98 -14.22 -26.28
H -36.58 -15.80 -24.00
H -35.64 -13.79 -22.93
H -34.69 -11.74 -23.41
H -33.03 -10.56 -24.63
H -33.55 -12.87 -27.30
H -34.86 -15.04 -26.98
O -28.25 -18.06 -15.64
C -29.23 -18.81 -15.14
C -29.87 -18.40 -14.00
C -30.94 -19.08 -13.42
C -31.44 -20.12 -14.22
O -32.56 -20.69 -13.70
C -30.77 -20.55 -15.39
C -29.73 -19.88 -15.88
H -28.20 -17.20 -15.21
H -29.62 -17.48 -13.49
H -31.51 -18.64 -12.62
H -32.74 -20.31 -12.84
H -31.17 -21.42 -15.89
H -29.12 -20.19 -16.72
O -27.15 -9.39 -15.10
C -27.20 -9.03 -16.42
C -26.29 -8.15 -16.99
C -26.38 -7.85 -18.37
C -27.31 -8.49 -19.18
O -27.22 -8.48 -20.50
C -28.22 -9.39 -18.64
C -28.17 -9.62 -17.24
H -26.73 -8.80 -14.47
H -25.52 -7.69 -16.38
H -25.63 -7.21 -18.80
H -26.34 -8.28 -20.82
H -28.88 -9.94 -19.30
H -28.90 -10.28 -16.81
O -22.25 -11.94 -21.58
C -22.75 -13.20 -21.71
C -21.80 -14.26 -21.72
C -22.25 -15.53 -22.05
C -23.57 -15.74 -22.27
O -23.87 -17.08 -22.55
C -24.55 -14.74 -22.19
C -24.10 -13.44 -21.91
H -21.43 -11.83 -21.10
H -20.73 -14.08 -21.68
H -21.44 -16.24 -22.05
H -23.12 -17.53 -22.94
H -25.56 -15.04 -22.40
H -24.64 -12.50 -21.91
F -25.38 -21.63 -31.63
C -25.95 -22.33 -30.61
C -26.15 -23.71 -30.68
C -26.72 -24.40 -29.62
C -26.86 -23.65 -28.43
C -26.66 -22.27 -28.27
C -26.30 -21.63 -29.42
H -25.76 -24.32 -31.48
H -26.79 -25.47 -29.54
H -27.04 -24.05 -27.44
H -26.86 -21.67 -27.40
H -26.15 -20.56 -29.37
F -31.24 -13.73 -21.64
C -30.88 -14.95 -22.16
C -30.74 -16.02 -21.36
C -30.23 -17.27 -21.84
C -29.73 -17.36 -23.16
C -29.95 -16.32 -23.97
C -30.44 -15.07 -23.50
H -30.99 -15.90 -20.32
H -30.21 -18.06 -21.10
H -29.28 -18.23 -23.60
H -29.67 -16.44 -25.01
H -30.61 -14.19 -24.11
F -32.99 -22.14 -20.61
C -33.79 -23.15 -21.13
C -34.65 -23.88 -20.36
C -35.54 -24.77 -21.03
C -35.55 -24.94 -22.39
C -34.75 -24.08 -23.16
C -33.82 -23.20 -22.54
H -34.57 -23.84 -19.28
H -36.34 -25.32 -20.55
H -36.28 -25.41 -23.04
H -34.71 -24.08 -24.24
H -33.19 -22.56 -23.12
*
```